[1]
The following is a DFT calculation (ωB97M-V/def2-TZVPD) of a cluster of 3 separate species, C9H14ClF6O6S2 in total.

Geometry as XYZ:
```
38
Properties=species:S:1:pos:R:3
O -4.64012 2.48270 1.95725
S -4.95767 3.37992 0.90276
O -5.82181 4.50745 1.05048
C -3.34229 4.06309 0.42774
S -3.29271 5.36635 -0.81631
Cl -4.88566 5.16130 -1.96298
H -5.33994 2.65543 -0.17226
H -3.01773 4.51088 1.37278
H -2.64434 3.28446 0.12727
H -3.71191 6.37478 -0.02083
C -0.80214 -2.87346 -1.90464
C -0.03494 -1.59988 -2.16615
O -0.93260 -0.52170 -2.57069
C -1.56429 0.10496 -1.61248
O -1.50887 -0.05274 -0.42869
C -2.44267 1.22157 -2.22530
F -3.15165 0.83167 -3.26918
F -1.69176 2.27628 -2.58373
F -3.30913 1.68078 -1.28619
H -1.38852 -3.15800 -2.77822
H -0.09759 -3.67445 -1.68353
H -1.47385 -2.76387 -1.05369
H 0.64262 -1.71081 -3.00868
H 0.53594 -1.27972 -1.29787
C 4.77176 -1.66537 3.73400
C 4.26274 -2.88997 3.01033
O 3.57943 -2.52855 1.78224
C 4.35507 -2.27093 0.74534
O 5.54658 -2.29975 0.69011
C 3.47987 -1.94989 -0.48847
F 2.49619 -1.08333 -0.19083
F 2.89871 -3.06987 -0.94594
F 4.20712 -1.42685 -1.46331
H 3.95509 -0.97042 3.93066
H 5.21166 -1.96206 4.68563
H 5.53374 -1.15163 3.14953
H 3.50872 -3.41400 3.59221
H 5.06693 -3.58442 2.77161
```

The gap between HOMO and LUMO comes out at 7.21 eV. As for the net charge: +1. The total energy is -72333.8751 eV. As for the HOMO energy: -13.0 eV.

=====

[2]
The following is a DFT calculation (ωB97M-V/def2-TZVPD) of a structure of composition C9H14ClI2NOPSW in a non-equilibrium geometry.

Geometry as XYZ:
```
31
Properties=species:S:1:pos:R:3
I -3.30456 -1.93265 -2.09077
I -3.33920 0.63172 -1.64803
W 0.92822 -0.94273 0.43541
P 0.76190 -0.74695 -2.60025
C -0.42982 -0.66280 -4.00673
C 1.95344 0.55836 -3.20183
H 2.74970 -2.14516 -2.59294
H 1.94871 -2.26240 -4.19001
H 1.24692 -3.11818 -2.77863
C 1.78844 -2.22352 -3.10298
H 2.90723 0.40725 -2.69130
H 2.09605 0.50356 -4.29352
H 0.07301 -0.55133 -4.95533
H -1.07989 0.17446 -3.80471
H 1.55213 1.54638 -2.94084
H -1.03821 -1.55740 -3.97177
C -1.15420 -1.18014 0.86980
O -2.10111 -1.27466 1.57299
Cl 3.12066 -0.82710 -0.25184
S 1.24433 -0.73103 2.68647
C 0.21861 0.44881 3.57236
N -1.02677 0.01458 3.93343
C -2.05487 0.91424 4.05398
C -1.75476 2.26511 4.19498
C -0.40790 2.68571 4.11836
C 0.55960 1.77257 3.70832
H -1.26288 -0.96200 3.83822
H -3.05357 0.48035 4.01906
H -2.56386 2.96718 4.35911
H -0.15522 3.71410 4.34106
H 1.57787 2.03364 3.41794
```

The gap between HOMO and LUMO (alpha / beta) comes out at 3.10 / 4.61 eV. As for the net charge: +3. The spin multiplicity is 3. The expectation value of S² is 2.481. The total energy is -63739.1580 eV. Its energy above the lowest of the compared OMol25 structures with the same formula, charge and spin is 50.46 kcal per mole. As for the HOMO energy (alpha / beta): -17.5 / -17.6 eV.